Computed, not measured: 15 unconnected molecules or ions with the total composition C60H90F3O44, with ωB97M-V/def2-TZVPD.

net charge	-1
HOMO energy	-6.5	eV
ΔE to the lowest compared entry with this formula, charge and spin	574.70	kJ/mol
Kohn-Sham gap	0.2743	hartree
LUMO level	0.96	eV
E	-161924.0106	eV

Last columns: bonded neighbours and bond lengths (Å).
Geometry (Å):
1 C 1.169 -0.211 -1.614  O2 1.430, O3 1.417, C4 1.618, H15 1.090
2 O 0.869 -0.660 -0.290  C1 1.430, C8 1.441
3 O -0.017 -0.172 -2.388  C1 1.417
4 C 2.173 1.057 -1.651  C1 1.618, F5 1.328, F6 1.376, F7 1.337
5 F 1.660 2.176 -1.153  C4 1.328
6 F 3.366 0.987 -0.968  C4 1.376
7 F 2.496 1.402 -2.902  C4 1.337
8 C 0.193 0.179 0.667  O2 1.441, C9 1.553, H13 1.090, H14 1.090
9 C -0.316 -0.856 1.706  C8 1.553, H10 1.090, H11 1.090, H12 1.090
10 H -0.955 -0.465 2.497  C9 1.090
11 H -0.765 -1.730 1.233  C9 1.090
12 H 0.567 -1.258 2.204  C9 1.090
13 H -0.634 0.760 0.257  C8 1.090
14 H 0.805 0.954 1.128  C8 1.090
15 H 1.772 -1.049 -1.964  C1 1.090
16 C 2.656 -0.556 -5.666  C17 1.577, H23 1.090, H24 1.090, H25 1.090
17 C 3.197 -2.028 -5.834  C16 1.577, C18 1.575, O22 1.402, H26 1.090
18 C 3.871 -2.672 -4.565  C17 1.575, O19 1.438, H27 1.090, H28 1.090
19 O 3.285 -3.980 -4.440  C18 1.438, C20 1.325
20 C 2.276 -4.120 -5.288  O19 1.325, O21 1.206, O22 1.403
21 O 1.632 -5.124 -5.460  C20 1.206
22 O 2.203 -2.979 -6.102  C17 1.402, C20 1.403
23 H 1.793 -0.242 -6.254  C16 1.090
24 H 3.420 0.181 -5.914  C16 1.090
25 H 2.318 -0.466 -4.634  C16 1.090
26 H 3.915 -1.918 -6.648  C17 1.090
27 H 3.593 -2.086 -3.689  C18 1.090
28 H 4.957 -2.730 -4.636  C18 1.090
29 C -3.401 1.016 -1.818  C30 1.524, H36 1.090, H37 1.090, H38 1.090
30 C -3.424 -0.490 -2.054  C29 1.524, C31 1.530, O35 1.406, H39 1.090
31 C -2.673 -1.417 -1.097  C30 1.530, O32 1.428, H40 1.090, H41 1.090
32 O -3.612 -2.438 -0.755  C31 1.428, C33 1.317
33 C -4.793 -2.129 -1.250  O32 1.317, O34 1.214, O35 1.343
34 O -5.735 -2.885 -1.130  C33 1.214
35 O -4.744 -0.929 -1.850  C30 1.406, C33 1.343
36 H -3.229 1.186 -0.755  C29 1.090
37 H -4.248 1.600 -2.180  C29 1.090
38 H -2.550 1.389 -2.388  C29 1.090
39 H -3.085 -0.776 -3.050  C30 1.090
40 H -2.422 -0.937 -0.151  C31 1.090
41 H -1.731 -1.767 -1.516  C31 1.090
42 C -1.150 -2.663 -5.002  C43 1.551, H49 1.090, H50 1.090, H51 1.090
43 C -1.544 -1.213 -5.384  C42 1.551, C44 1.531, O48 1.433, H52 1.090
44 C -0.939 -0.713 -6.699  C43 1.531, O45 1.429, H53 1.090, H54 1.090
45 O -2.074 -0.390 -7.506  C44 1.429, C46 1.308
46 C -3.171 -0.581 -6.819  O45 1.308, O47 1.263, O48 1.307
47 O -4.352 -0.417 -7.236  C46 1.263
48 O -2.945 -1.179 -5.679  C43 1.433, C46 1.307
49 H -0.060 -2.661 -5.028  C42 1.090
50 H -1.341 -3.401 -5.782  C42 1.090
51 H -1.476 -3.064 -4.042  C42 1.090
52 H -1.173 -0.476 -4.672  C43 1.090
53 H -0.208 -1.437 -7.060  C44 1.090
54 H -0.450 0.243 -6.512  C44 1.090
55 C -1.595 -5.227 -0.622  C56 1.549, H62 1.090, H63 1.090, H64 1.090
56 C -0.359 -5.058 -1.539  C55 1.549, C57 1.520, O61 1.452, H65 1.090
57 C 0.540 -3.837 -1.417  C56 1.520, O58 1.412, H66 1.090, H67 1.090
58 O 1.839 -4.393 -1.437  C57 1.412, C59 1.317
59 C 1.816 -5.699 -1.606  O58 1.317, O60 1.209, O61 1.328
60 O 2.874 -6.266 -1.756  C59 1.209
61 O 0.579 -6.164 -1.475  C56 1.452, C59 1.328
62 H -1.472 -4.501 0.182  C55 1.090
63 H -1.705 -6.193 -0.130  C55 1.090
64 H -2.523 -4.903 -1.092  C55 1.090
65 H -0.701 -5.079 -2.574  C56 1.090
66 H 0.367 -3.221 -0.535  C57 1.090
67 H 0.331 -3.190 -2.268  C57 1.090
68 C 7.759 2.187 -3.708  C69 1.503, H75 1.090, H76 1.090, H77 1.090
69 C 7.253 0.822 -3.333  C68 1.503, C70 1.528, O74 1.405, H78 1.090
70 C 5.732 0.780 -3.472  C69 1.528, O71 1.379, H79 1.090, H80 1.090
71 O 5.505 -0.144 -4.470  C70 1.379, C72 1.358
72 C 6.679 -0.640 -4.940  O71 1.358, O73 1.203, O74 1.256
73 O 6.690 -1.475 -5.806  C72 1.203
74 O 7.630 -0.066 -4.356  C69 1.405, C72 1.256
75 H 7.517 2.481 -4.729  C68 1.090
76 H 8.848 2.224 -3.681  C68 1.090
77 H 7.368 2.945 -3.029  C68 1.090
78 H 7.443 0.541 -2.298  C69 1.090
79 H 5.436 1.756 -3.858  C70 1.090
80 H 5.255 0.553 -2.518  C70 1.090
81 C 3.400 -2.400 0.748  C82 1.464, H88 1.090, H89 1.090, H90 1.090
82 C 4.490 -1.833 1.545  C81 1.464, C83 1.545, O87 1.437, H91 1.090
83 C 4.550 -0.299 1.717  C82 1.545, O84 1.474, H92 1.090, H93 1.090
84 O 4.909 -0.144 3.138  C83 1.474, C85 1.351
85 C 4.722 -1.314 3.784  O84 1.351, O86 1.257, O87 1.380
86 O 4.804 -1.517 5.023  C85 1.257
87 O 4.364 -2.307 2.896  C82 1.437, C85 1.380
88 H 2.444 -2.247 1.250  C81 1.090
89 H 3.614 -3.445 0.524  C81 1.090
90 H 3.397 -1.812 -0.169  C81 1.090
91 H 5.405 -2.173 1.060  C82 1.090
92 H 3.579 0.143 1.493  C83 1.090
93 H 5.296 0.194 1.093  C83 1.090
94 C -3.988 0.116 1.875  C95 1.576, H101 1.090, H102 1.090, H103 1.090
95 C -4.623 1.558 1.823  C94 1.576, C96 1.523, O100 1.429, H104 1.090
96 C -5.880 1.648 2.678  C95 1.523, O97 1.442, H105 1.090, H106 1.090
97 O -5.676 2.631 3.713  C96 1.442, C98 1.355
98 C -4.385 3.033 3.622  O97 1.355, O99 1.242, O100 1.354
99 O -3.801 3.765 4.438  C98 1.242
100 O -3.779 2.438 2.568  C95 1.429, C98 1.354
101 H -3.987 -0.300 2.882  C94 1.090
102 H -2.956 0.108 1.525  C94 1.090
103 H -4.560 -0.609 1.295  C94 1.090
104 H -4.806 1.923 0.812  C95 1.090
105 H -6.193 0.722 3.159  C96 1.090
106 H -6.612 2.025 1.963  C96 1.090
107 C -1.751 3.783 0.116  C108 1.498, H114 1.090, H115 1.090, H116 1.090
108 C -1.274 4.006 -1.286  C107 1.498, C109 1.482, O113 1.375, H117 1.090
109 C -2.224 4.511 -2.304  C108 1.482, O110 1.458, H118 1.090, H119 1.090
110 O -1.587 5.737 -2.771  C109 1.458, C111 1.292
111 C -0.473 5.939 -2.149  O110 1.292, O112 1.231, O113 1.329
112 O 0.250 6.924 -2.296  C111 1.231
113 O -0.278 4.955 -1.277  C108 1.375, C111 1.329
114 H -2.505 4.519 0.396  C107 1.090
115 H -0.924 3.837 0.824  C107 1.090
116 H -2.201 2.793 0.193  C107 1.090
117 H -0.740 3.115 -1.616  C108 1.090
118 H -3.238 4.683 -1.943  C109 1.090
119 H -2.274 3.765 -3.097  C109 1.090
120 C 3.337 4.456 0.805  C121 1.532, H127 1.090, H128 1.090, H129 1.090
121 C 2.517 5.691 0.418  C120 1.532, C122 1.539, O126 1.463, H130 1.090
122 C 1.567 6.221 1.506  C121 1.539, O123 1.460, H131 1.090, H132 1.090
123 O 1.751 7.669 1.448  C122 1.460, C124 1.378
124 C 2.941 7.912 0.798  O123 1.378, O125 1.231, O126 1.325
125 O 3.370 9.031 0.513  C124 1.231
126 O 3.482 6.789 0.349  C121 1.463, C124 1.325
127 H 2.632 3.628 0.729  C120 1.090
128 H 3.864 4.562 1.754  C120 1.090
129 H 4.176 4.151 0.180  C120 1.090
130 H 2.048 5.577 -0.559  C121 1.090
131 H 1.906 5.738 2.423  C122 1.090
132 H 0.509 5.962 1.484  C122 1.090
133 C 1.259 -2.957 4.378  C134 1.486, H140 1.090, H141 1.090, H142 1.090
134 C 1.216 -4.327 3.802  C133 1.486, C135 1.544, O139 1.417, H143 1.090
135 C 0.478 -4.500 2.457  C134 1.544, O136 1.406, H144 1.090, H145 1.090
136 O 1.363 -5.184 1.605  C135 1.406, C137 1.357
137 C 2.494 -5.503 2.284  O136 1.357, O138 1.229, O139 1.379
138 O 3.389 -6.239 1.875  C137 1.229
139 O 2.505 -4.822 3.483  C134 1.417, C137 1.379
140 H 0.276 -2.494 4.294  C133 1.090
141 H 1.837 -2.332 3.697  C133 1.090
142 H 1.707 -2.933 5.372  C133 1.090
143 H 0.767 -5.036 4.497  C134 1.090
144 H 0.411 -3.478 2.084  C135 1.090
145 H -0.521 -4.898 2.632  C135 1.090
146 C -2.480 -0.186 5.212  C147 1.576, H153 1.090, H154 1.090, H155 1.090
147 C -1.816 0.045 6.623  C146 1.576, C148 1.532, O152 1.387, H156 1.090
148 C -2.390 -0.779 7.779  C147 1.532, O149 1.367, H157 1.090, H158 1.090
149 O -1.264 -1.074 8.495  C148 1.367, C150 1.362
150 C -0.157 -1.000 7.704  O149 1.362, O151 1.202, O152 1.346
151 O 0.975 -1.232 8.037  C150 1.202
152 O -0.537 -0.481 6.522  C147 1.387, C150 1.346
153 H -2.677 -1.244 5.039  C146 1.090
154 H -1.933 0.136 4.326  C146 1.090
155 H -3.432 0.344 5.181  C146 1.090
156 H -1.786 1.108 6.859  C147 1.090
157 H -2.917 -1.699 7.525  C148 1.090
158 H -3.124 -0.258 8.395  C148 1.090
159 C -5.108 -6.198 4.543  C160 1.553, H166 1.090, H167 1.090, H168 1.090
160 C -5.260 -5.116 3.439  C159 1.553, C161 1.467, O165 1.394, H169 1.090
161 C -5.763 -3.828 3.931  C160 1.467, O162 1.466, H170 1.090, H171 1.090
162 O -4.862 -2.878 3.273  C161 1.466, C163 1.315
163 C -3.889 -3.489 2.637  O162 1.315, O164 1.267, O165 1.374
164 O -2.895 -2.939 2.074  C163 1.267
165 O -4.092 -4.846 2.729  C160 1.394, C163 1.374
166 H -4.321 -5.955 5.256  C159 1.090
167 H -4.865 -7.192 4.167  C159 1.090
168 H -6.017 -6.409 5.107  C159 1.090
169 H -5.940 -5.423 2.645  C160 1.090
170 H -5.638 -3.776 5.013  C161 1.090
171 H -6.784 -3.641 3.600  C161 1.090
172 C -0.643 3.634 7.477  C173 1.490, H179 1.090, H180 1.090, H181 1.090
173 C -1.316 3.659 6.148  C172 1.490, C174 1.518, O178 1.416, H182 1.090
174 C -1.213 4.950 5.356  C173 1.518, O175 1.444, H183 1.090, H184 1.090
175 O -0.787 4.479 4.059  C174 1.444, C176 1.296
176 C -0.349 3.262 4.135  O175 1.296, O177 1.259, O178 1.327
177 O 0.176 2.645 3.172  C176 1.259
178 O -0.631 2.737 5.320  C173 1.416, C176 1.327
179 H -0.876 2.699 7.987  C172 1.090
180 H -0.902 4.501 8.085  C172 1.090
181 H 0.420 3.650 7.239  C172 1.090
182 H -2.368 3.436 6.322  C173 1.090
183 H -0.358 5.531 5.702  C174 1.090
184 H -2.124 5.536 5.475  C174 1.090
185 C 1.507 3.951 -5.360  C186 1.525, H192 1.090, H193 1.090, H194 1.090
186 C 0.386 2.949 -5.619  C185 1.525, C187 1.487, O191 1.383, H195 1.090
187 C -0.517 2.515 -4.521  C186 1.487, O188 1.360, H196 1.090, H197 1.090
188 O -1.744 2.561 -5.107  C187 1.360, C189 1.315
189 C -1.741 3.318 -6.182  O188 1.315, O190 1.224, O191 1.327
190 O -2.736 3.632 -6.823  C189 1.224
191 O -0.483 3.668 -6.419  C186 1.383, C189 1.327
192 H 2.087 4.128 -6.265  C185 1.090
193 H 2.257 3.604 -4.649  C185 1.090
194 H 1.099 4.893 -4.992  C185 1.090
195 H 0.789 2.116 -6.195  C186 1.090
196 H -0.457 3.175 -3.655  C187 1.090
197 H -0.366 1.523 -4.095  C187 1.090

Atomic partial charges in e from the Mulliken method, atoms 1 to 8: number 1, C, carries 0.2914; number 2, O, carries 0.7755; number 3, O, carries 0.3962; number 4, C, carries -0.1959; number 5, F, carries 0.0104; number 6, F, carries -0.1178; number 7, F, carries -0.2445; number 8, C, carries 0.6307